Version P
Density functional theory data (ωB97M-V/def2-TZVPD) for a single C4H6N2 molecule.

Structure (XYZ):
```
12
Properties=species:S:1:pos:R:3
N -0.706 1.146 -1.110
N 0.810 -0.465 -0.483
C 0.197 -1.128 1.844
C -1.004 0.681 0.159
C 0.436 0.483 -1.443
C -0.012 -0.234 0.623
H 0.473 -2.152 1.494
H 0.908 0.671 -2.422
H -1.912 0.895 0.677
H 1.140 -0.844 2.433
H 1.739 -0.906 -0.587
H -0.774 -1.236 2.456
```

Output
- Multiplicity: 1
- HOMO level: -8.33 eV
- SMILES: Cc1cnc[nH]1



Version Q
Density functional theory data (ωB97M-V/def2-TZVPD) for a molecular structure, C4H6N2.

Structure (XYZ):
```
12
Properties=species:S:1:pos:R:3
N -0.149 -0.838 -0.818
N 0.025 0.205 -0.089
C 1.084 1.414 1.580
C -1.305 -1.046 -1.654
C 1.207 2.466 2.180
C 0.998 0.265 0.748
H 0.036 -1.952 -0.196
H 1.572 -0.635 0.935
H -1.892 -0.157 -1.531
H -0.970 -1.065 -2.682
H -1.888 -1.942 -1.375
H 1.282 3.286 2.903
```

Output
- Multiplicity: 1
- HOMO level: -8.15 eV



Version R
Density functional theory data (ωB97M-V/def2-TZVPD) for a single C4H6N2 molecule.

Structure (XYZ):
```
12
Properties=species:S:1:pos:R:3
N 1.598 0.470 0.162
N -2.048 0.193 -0.122
C 1.353 -0.873 0.229
C 0.022 -1.046 -0.037
C -0.648 0.204 -0.010
C 0.396 1.123 -0.103
H 2.403 0.934 0.559
H 2.093 -1.616 0.489
H -2.437 -0.509 -0.728
H -0.423 -1.854 -0.590
H -2.717 0.784 0.342
H 0.407 2.191 -0.190
```

Output
- Multiplicity: 1
- HOMO level: -7.59 eV
- SMILES: Nc1cc[nH]c1



Version S
Density functional theory data (ωB97M-V/def2-TZVPD) for a single C4H6N2 molecule.

Structure (XYZ):
```
12
Properties=species:S:1:pos:R:3
N 0.086 -1.796 0.283
N 0.226 2.890 -0.949
C 0.717 0.882 0.665
C -0.589 0.163 0.361
C 0.513 2.048 -0.208
C -0.473 -1.205 -0.844
H 1.531 0.256 0.325
H -1.329 -1.748 -1.324
H 0.953 1.208 1.706
H -1.327 0.763 1.027
H 0.220 -0.903 -1.636
H -0.528 -2.558 0.595
```

Output
- Multiplicity: 1
- HOMO level (spin up / spin down): -8.87 / -8.87 eV



Q: Which of them is the least stable? A: version S.



Version P
Density functional theory data (ωB97M-V/def2-TZVPD) for a single C4H6N2 molecule.

Structure (XYZ):
```
12
Properties=species:S:1:pos:R:3
N -1.532 0.376 0.586
N -0.372 2.593 0.464
C -0.662 1.456 0.274
C -0.881 -0.731 -0.107
C 0.293 0.116 -0.508
C 1.659 -0.340 -0.169
H 2.067 -0.719 -1.123
H 2.308 0.491 0.121
H 1.728 -1.157 0.562
H -2.496 0.573 0.335
H -0.705 -1.575 0.571
H -1.406 -1.082 -1.006
```

Output
- Multiplicity: 1
- HOMO level (spin up / spin down): -8.75 / -8.59 eV



Version Q
Density functional theory data (ωB97M-V/def2-TZVPD) for a single C4H6N2 molecule.

Structure (XYZ):
```
12
Properties=species:S:1:pos:R:3
N 0.169 1.478 0.928
N 1.971 -1.276 -0.390
C 0.009 0.314 0.106
C -1.227 0.183 -0.867
C 1.074 -0.463 -0.246
C -1.213 -0.642 0.321
H 0.252 1.209 1.902
H 1.811 -2.090 0.195
H -1.099 -0.212 -1.880
H -1.012 -1.700 0.104
H -1.696 1.164 -0.805
H 0.961 2.038 0.633
```

Output
- Multiplicity: 1
- HOMO level (spin up / spin down): -7.58 / -7.58 eV



Q: Which of them is the least stable? A: version P.



Version P
Density functional theory data (ωB97M-V/def2-TZVPD) for a molecular structure, C5H10N2.

Structure (XYZ):
```
17
Properties=species:S:1:pos:R:3
N 1.275 -1.877 -1.012
N -0.007 -0.794 0.852
C 0.455 -1.039 -0.589
C 0.437 0.479 -0.433
C 1.602 1.159 -0.177
C -0.700 1.174 -1.141
C -1.340 -0.534 1.361
H 1.805 2.076 -0.711
H -2.116 -0.815 0.643
H 2.461 0.637 0.219
H -1.424 0.528 1.603
H -1.486 -1.095 2.283
H -1.279 1.770 -0.442
H 0.590 -1.257 1.537
H -1.382 0.476 -1.628
H -0.301 1.822 -1.921
H 1.411 -2.710 -0.447
```

Output
- Multiplicity: 1
- HOMO level: -7.04 eV



Version Q
Density functional theory data (ωB97M-V/def2-TZVPD) for a molecular structure, C5H10N2.

Structure (XYZ):
```
17
Properties=species:S:1:pos:R:3
N 1.109 0.582 -0.712
N -2.097 -0.229 -0.189
C -0.555 -0.530 0.016
C -1.511 0.879 -0.923
C 1.777 -0.512 0.110
C 0.606 -0.851 1.157
C -0.168 0.795 -0.209
H -2.635 -0.027 0.585
H 2.657 -0.089 0.605
H 2.179 -1.379 -0.430
H -0.309 1.364 0.665
H -1.729 0.355 -1.824
H -0.363 -1.387 -0.622
H 1.982 1.321 -0.866
H 0.709 -0.211 2.063
H 0.567 -1.789 1.665
H -2.220 1.708 -1.090
```

Output
- Multiplicity: 1
- HOMO level: -8.60 eV



Version R
Density functional theory data (ωB97M-V/def2-TZVPD) for a single C5H10N2 molecule.

Structure (XYZ):
```
17
Properties=species:S:1:pos:R:3
N 0.768 -0.086 -1.684
N 0.457 -1.400 -0.968
C 0.332 0.600 -0.489
C -0.898 -1.394 1.158
C 0.087 -0.699 0.270
C 1.272 0.083 0.641
C -0.595 2.029 -0.445
H -0.315 2.857 -1.040
H 1.317 -1.892 -0.879
H -0.687 2.350 0.595
H 1.283 0.655 1.575
H -1.889 -0.927 1.009
H 0.095 0.179 -2.473
H -1.681 1.760 -0.785
H -0.797 -1.476 2.247
H 2.319 -0.329 0.594
H -1.067 -2.309 0.675
```

Output
- Multiplicity: 1
- HOMO level: -8.34 eV
- SMILES: C[C@@]12C[C@]1(C)NN2



Q: Which of them is the least stable? A: version Q.